1.
C4H10N4 | ωB97M-V/def2-TZVPD

XYZ file:
```
18
Properties=species:S:1:pos:R:3:forces:R:3:mulliken_charge:R:1
C 0.75029 -0.41216 0.88047 0.20 0.16 -0.31 -0.725
N -0.74651 0.68253 -0.88614 -0.17 -0.68 0.76 0.102
C 0.80481 0.55620 -1.98704 1.44 -0.75 -2.46 -0.094
C -0.22623 -0.58799 -0.27430 -2.59 0.75 1.57 0.788
N -0.98328 1.89865 -0.18818 0.00 -1.09 0.29 -0.697
N 0.37887 -1.03158 2.14359 0.00 -0.14 0.03 -0.588
C -0.86862 -1.74209 -0.50397 0.85 0.87 -0.36 -1.131
N 1.69450 1.35524 -1.84688 0.22 0.71 0.52 -0.384
H -1.52659 0.47565 -1.50148 0.27 0.13 0.04 0.319
H -1.38298 1.70248 0.72707 0.09 0.17 0.00 0.264
H -0.09314 2.37360 -0.05723 -0.01 -0.04 -0.07 0.217
H 1.88395 2.20316 -1.33090 -0.21 -0.03 0.06 0.241
H -0.56630 -0.77648 2.40877 0.06 -0.06 -0.05 0.256
H 0.40641 -2.04135 2.06353 -0.05 0.07 0.06 0.260
H 0.90818 0.65319 1.07146 0.01 -0.10 -0.14 0.336
H 1.71851 -0.81473 0.57815 0.01 0.07 0.01 0.317
H -1.57333 -1.85462 -1.31207 -0.29 0.10 0.04 0.301
H -0.57854 -2.63970 0.01515 0.18 -0.15 0.00 0.217
```
Forces are in eV/Å.

Its energy above the lowest of the compared OMol25 structures with the same formula, charge and spin is 114.7 kcal/mol. The calculation puts the orbital gap at 0.3269 Eh. The largest force on an atom is 3.1 eV/A. The total energy comes out at -10265.8781 eV. Its lowest unoccupied orbital energy is 0.8 eV.



2.
C4H10N4 | ωB97M-V/def2-TZVPD

XYZ file:
```
18
Properties=species:S:1:pos:R:3:forces:R:3:mulliken_charge:R:1
N -1.50551 -0.29212 1.72413 -0.18 -1.22 1.21 -0.592
C -0.33595 -0.22845 0.92478 1.63 -1.03 -0.18 0.291
C -0.43142 -0.98444 -0.41889 -3.22 0.55 0.50 -0.752
N 0.66927 -0.85369 -1.30485 0.91 -3.09 0.15 -0.282
C 1.07567 0.25382 -1.93187 -0.70 3.03 -0.73 0.037
N 1.27324 1.43818 -1.41935 -0.40 -1.93 -0.81 -0.627
N 1.37035 1.42341 0.00295 -0.35 -0.37 1.71 -0.241
C 0.13245 1.24418 0.83192 0.87 -0.07 0.44 -0.714
H -2.26325 0.26490 1.41717 -0.75 0.40 -0.42 0.212
H -1.80714 -1.22854 2.02524 0.23 0.80 -0.41 0.240
H 0.45647 -0.87516 1.44186 -0.58 1.34 -0.17 0.229
H -1.40050 -0.64342 -0.90104 0.84 0.15 0.09 0.237
H -0.72938 -2.04451 -0.19566 1.05 0.69 -0.21 0.352
H 0.80264 -1.67580 -1.89274 -0.19 0.35 0.36 0.283
H 1.04344 0.11780 -3.02521 0.68 0.61 0.31 0.337
H 1.89471 0.58528 0.28848 0.27 0.37 -0.45 0.342
H 0.38391 1.52306 1.89483 -0.01 -0.14 -1.08 0.251
H -0.62902 1.97550 0.53826 -0.10 -0.44 -0.31 0.397
```
Forces are in eV/Å.

Its energy above the lowest of the compared OMol25 structures with the same formula, charge and spin is 57.4 kcal/mol. The calculation puts the orbital gap at 0.3272 Eh. The largest force on an atom is 3.3 eV/A. Its structure (SMILES) is N[C@H]1CNC=NNC1. The total energy comes out at -10268.3624 eV. Its lowest unoccupied orbital energy is 0.7 eV.



3.
C4H10N4 | ωB97M-V/def2-TZVPD

XYZ file:
```
18
Properties=species:S:1:pos:R:3:forces:R:3:mulliken_charge:R:1
H 2.46841 1.02428 -0.67971 2.43 -2.19 -0.68 0.451
N 3.20086 0.11112 -0.71643 -5.45 0.56 3.46 -0.595
C 2.51763 -0.58528 0.19688 2.78 -0.38 -0.92 -0.156
N 1.27741 -0.16948 0.90922 1.53 -0.46 -0.63 -0.319
N 0.77075 0.91742 0.25151 1.29 4.49 1.33 -0.323
C -0.47488 0.78401 -0.36964 -1.80 -2.86 1.23 -0.612
C -0.73227 -0.61376 -0.82848 -0.72 -1.34 -6.01 -0.508
C -1.46135 -0.20877 0.30134 2.54 -1.56 4.19 0.208
N -2.85431 -0.07854 0.18769 2.98 8.05 1.81 -0.533
H 2.91624 -1.66498 0.39599 -1.02 2.05 0.14 0.331
H 1.15841 -0.08299 1.94193 0.89 -0.69 -1.29 0.288
H 0.90533 1.84678 0.76723 -0.40 -1.95 -0.87 0.218
H -0.96798 1.64157 -0.76402 0.33 0.52 -0.69 0.416
H -1.54128 -0.67043 -1.63631 1.79 -0.01 0.30 0.341
H 0.00053 -1.45235 -0.89310 -0.47 1.14 0.27 0.170
H -0.80142 -0.85897 1.12304 -2.82 2.17 -0.64 0.183
H -3.07081 0.90427 -0.19756 -0.38 -2.93 0.77 0.242
H -3.31126 -0.84391 0.01043 -3.50 -4.61 -1.78 0.199
```
Forces are in eV/Å.

Its energy above the lowest of the compared OMol25 structures with the same formula, charge and spin is 134.2 kcal/mol. The calculation puts the orbital gap at 0.3432 Eh. The largest force on an atom is 8.8 eV/A. Its structure (SMILES) is [H]/N=C\NN[C@H]1C[C@@H]1N. The total energy comes out at -10265.0315 eV. Its lowest unoccupied orbital energy is 0.8 eV.



4.
C4H10N4 | ωB97M-V/def2-TZVPD

XYZ file:
```
18
Properties=species:S:1:pos:R:3:forces:R:3:mulliken_charge:R:1
C -1.47716 0.14717 1.28228 -1.89 -0.60 1.44 -0.700
N -0.72609 -0.20826 0.11124 4.18 -0.06 -0.97 0.507
C -1.26008 0.37994 -1.07372 -1.23 -0.47 -4.28 -0.820
N -0.43824 -1.57061 0.03163 1.37 0.33 0.15 -0.661
C 0.81331 -1.88273 0.06087 -3.26 1.07 -0.32 -0.133
N 1.81394 -0.88676 0.12558 -1.76 0.96 -0.04 -0.039
C 1.31701 0.30535 0.00218 -2.24 2.68 0.32 0.536
N 1.76610 1.54537 -0.12180 0.90 -5.19 1.17 -0.214
H -1.21879 -0.68149 1.92982 -0.49 0.46 0.99 0.376
H -1.50484 1.15250 1.75036 1.18 -0.36 -0.66 0.342
H -2.54886 0.07894 0.95224 0.75 -0.45 0.34 0.356
H -0.82175 0.01679 -2.06845 -0.04 0.14 1.71 0.323
H -2.38095 0.20619 -1.27206 1.55 0.31 1.06 0.353
H -0.99942 1.40871 -0.99246 -0.50 1.04 -0.07 0.427
H 0.96258 -2.88849 -0.14833 1.26 -1.82 0.09 0.505
H 2.75097 -1.06215 -0.13593 1.46 -0.71 -0.17 0.323
H 2.76019 1.68907 0.00274 0.32 0.52 -0.11 0.280
H 1.19209 2.25046 -0.43619 -1.56 2.15 -0.65 0.239
```
Forces are in eV/Å.

Its energy above the lowest of the compared OMol25 structures with the same formula, charge and spin is 115.3 kcal/mol. The calculation puts the orbital gap at 0.3437 Eh. The largest force on an atom is 5.4 eV/A. Its structure (SMILES) is CN(C)/N=C\[NH+]=C=[NH2+]. The total energy comes out at -10248.3414 eV. Its total charge is +2. Its lowest unoccupied orbital energy is -10.9 eV.



5.
C4H10N4O | ωB97M-V/def2-TZVPD

XYZ file:
```
19
Properties=species:S:1:pos:R:3:forces:R:3:mulliken_charge:R:1
C 2.36584 0.54347 1.52809 -2.18 -0.11 2.27 -0.752
O 1.89636 -0.27066 0.42971 -4.50 -0.44 -1.42 -0.278
C 0.57831 -0.30699 0.18585 3.85 1.81 3.30 0.006
N -0.38632 0.41893 0.84028 -0.40 -3.83 -1.44 0.046
C -1.58423 -0.19957 0.54910 0.35 -0.30 -0.31 -0.118
N -1.38655 -1.34072 -0.10049 -1.59 -0.72 1.31 -0.199
C -0.05567 -1.20701 -0.66750 -3.76 -0.32 -0.69 0.420
N -0.25806 -0.11186 -1.70834 3.31 -0.23 -2.09 -0.244
N -1.31720 0.72399 -1.52972 1.92 1.86 0.63 -0.290
H 2.12551 1.57221 1.34409 1.01 0.76 -0.63 0.387
H 3.35362 0.15163 1.50908 1.09 0.79 0.94 0.304
H 1.73809 0.40074 2.53299 1.56 -0.68 -2.03 0.339
H -0.30400 1.28586 1.24138 0.30 2.49 1.42 0.197
H -2.51690 0.13470 0.96415 -0.27 0.05 0.13 0.408
H -2.19979 -2.06962 -0.24483 2.41 1.73 -0.03 0.349
H 0.36794 -2.08877 -0.99833 1.11 -1.56 -0.92 0.572
H 0.69640 0.12397 -2.17484 -2.56 0.13 0.75 0.319
H -1.06833 1.74146 -1.55192 -0.30 -1.20 -0.14 0.284
H -2.04502 0.49823 -2.14878 -1.33 -0.25 -1.06 0.250
```
Forces are in eV/Å.

Its energy above the lowest of the compared OMol25 structures with the same formula, charge and spin is 84.8 kcal/mol. The calculation puts the orbital gap at 0.3481 Eh. The largest force on an atom is 5.4 eV/A. Its structure (SMILES) is COC1=[NH+]C=[NH+][C@H]1NN. The total energy comes out at -12296.8474 eV. Its total charge is +2. Its lowest unoccupied orbital energy is -9.3 eV.



6.
C4H10N4O | ωB97M-V/def2-TZVPD

XYZ file:
```
19
Properties=species:S:1:pos:R:3:forces:R:3:mulliken_charge:R:1
N 2.91452 -1.75565 -0.18534 -0.95 -0.92 -0.81 0.033
C 2.48911 -0.69435 -0.23234 1.19 -0.73 0.20 0.233
C 2.22862 0.69309 -0.17649 -1.98 -0.46 2.09 -0.488
C 0.93365 1.01396 0.77975 2.34 1.09 -0.37 -0.837
N -0.27128 1.04576 0.04541 -3.51 4.02 -2.28 -0.260
C -1.20167 0.03956 -0.06614 0.68 -1.06 -0.16 0.294
N -2.60794 0.42389 -0.48684 -0.81 0.05 -0.86 -0.360
N -0.94585 -1.19368 0.19777 -0.52 2.08 -0.15 -0.180
O -2.11206 -1.94722 0.22662 0.73 -0.41 0.02 -0.456
H 2.92648 -2.74626 -0.47531 0.38 0.63 0.52 0.372
H 3.15528 1.16724 0.05084 0.69 0.61 0.56 0.445
H 1.90611 1.00062 -1.10356 -0.40 0.75 -2.47 0.349
H 0.81240 0.22037 1.45737 0.25 -0.80 1.41 0.551
H 1.23966 1.98919 1.27864 -1.02 -1.24 -0.53 0.375
H -0.71040 2.02927 -0.27146 1.94 -2.90 0.98 0.289
H -2.90204 1.32359 -0.03889 -0.01 -0.97 -0.13 0.403
H -2.90257 0.51596 -1.54421 1.41 -0.28 2.02 0.398
H -3.18298 -0.40711 -0.15795 0.32 0.91 0.07 0.452
H -1.76904 -2.71823 0.70212 -0.73 -0.36 -0.10 0.388
```
Forces are in eV/Å.

Its energy above the lowest of the compared OMol25 structures with the same formula, charge and spin is 70.4 kcal/mol. The calculation puts the orbital gap at 0.3543 Eh. The largest force on an atom is 5.8 eV/A. Its structure (SMILES) is [NH+]#CCCN/C([NH3+])=N/O. The total energy comes out at -12297.4744 eV. Its total charge is +2. Its lowest unoccupied orbital energy is -7.4 eV.



7.
C4H10N4O2 | ωB97M-V/def2-TZVPD

XYZ file:
```
20
Properties=species:S:1:pos:R:3:forces:R:3:mulliken_charge:R:1
C 1.09010 1.79029 -0.77636 0.10 -0.20 0.25 -1.283
C 0.50442 -0.37324 1.20359 -2.04 -0.74 0.54 0.311
C 0.47993 0.45572 -1.09712 -0.58 -0.16 -2.24 0.530
N 1.55412 -1.22036 1.19908 0.00 0.16 -0.30 -0.348
N 1.06729 -0.42252 -1.81404 -0.30 0.63 1.28 -0.723
O 0.23525 0.36092 2.15572 0.50 0.09 -0.32 -0.702
H 2.22674 -1.21569 1.95496 -0.08 0.03 -0.10 0.245
H 1.75079 -1.74158 0.35745 0.02 0.08 0.21 0.230
H 0.47986 -1.23680 -1.98785 -0.24 0.08 -0.15 0.296
H 0.82633 2.50621 -1.56264 -0.04 -0.12 0.05 0.363
H 0.74316 2.17614 0.18291 0.01 -0.06 -0.01 0.370
H 2.17359 1.68647 -0.75214 -0.07 0.00 0.00 0.320
C -1.26642 -0.90661 0.16912 2.33 -0.27 1.07 0.554
N -1.01503 0.41462 -0.93726 0.62 -0.57 0.56 -0.251
N -2.19457 -0.51055 1.10712 -0.30 0.62 -0.28 -0.566
O -1.21096 -1.98142 -0.39242 -0.16 0.32 -0.37 -0.609
H -2.74830 -1.28466 1.44959 0.22 0.12 0.05 0.270
H -1.37468 1.25288 -0.48507 -0.12 -0.07 -0.36 0.370
H -1.51527 0.12753 -1.78483 0.17 0.42 0.22 0.332
H -1.80636 0.12264 1.81018 -0.04 -0.38 -0.08 0.289
```
Forces are in eV/Å.

Its energy above the lowest of the compared OMol25 structures with the same formula, charge and spin is 46.5 kcal/mol. The calculation puts the orbital gap at 0.2922 Eh. The largest force on an atom is 2.6 eV/A. The total energy comes out at -14363.7055 eV. Its lowest unoccupied orbital energy is 0.5 eV.



8.
C4H10N4O3 | ωB97M-V/def2-TZVPD

XYZ file:
```
21
Properties=species:S:1:pos:R:3:forces:R:3:lowdin_spin:R:1
C 1.90336 -1.15744 1.41705 -0.18 -0.08 -1.03 0.003
C -0.94880 0.84908 1.60998 -3.12 -2.82 0.74 0.024
C -1.73817 -0.89369 -0.02451 -0.23 -0.02 2.99 0.028
C 0.10647 0.60009 -0.55640 -1.64 4.36 4.33 0.460
N 1.56068 -1.97335 0.65700 -1.49 -2.89 -3.02 0.008
N 0.54154 1.90567 -0.63261 -0.23 1.59 0.87 0.190
N -0.77394 0.16457 0.38123 -0.66 -3.18 -1.65 0.213
N 0.55445 -0.19026 -1.48517 4.33 -5.32 -7.89 0.505
O 2.29431 -0.37261 2.16110 0.81 1.90 2.12 0.002
O 1.32875 0.49380 -2.50377 -0.42 0.18 0.96 0.041
O 0.46031 -1.43480 -1.69896 -0.30 0.84 0.67 0.440
H -1.30448 0.06401 2.45674 1.09 1.73 -1.80 0.009
H 0.01953 1.18983 1.79787 1.03 1.42 1.24 0.001
H -1.83842 1.50256 1.45746 0.91 0.59 0.74 0.012
H -2.67281 -0.38243 0.13559 -1.07 -0.51 0.75 0.010
H -1.81909 -1.11285 -1.03009 0.79 -0.13 -2.24 0.005
H -1.63890 -1.93622 0.50026 -0.10 2.22 -0.46 0.001
H 0.54060 2.34353 0.26611 0.16 0.51 0.38 0.017
H 1.10196 -2.19646 -0.30647 1.07 1.00 2.36 0.005
H 1.29278 2.25943 -1.20505 -0.13 -0.85 -0.08 0.009
H 1.02988 0.27753 -3.39736 -0.61 -0.53 0.02 0.018
```
Forces are in eV/Å.

Its energy above the lowest of the compared OMol25 structures with the same formula, charge and spin is 59.1 kcal/mol. The calculation puts the orbital gap (alpha / beta) at 0.1757 / 0.2867 Eh. Its expectation value of S² is 2.007. The largest force on an atom is 10.5 eV/A. Its spin multiplicity is 3. The total energy comes out at -16404.7926 eV. Its lowest unoccupied orbital energy (alpha / beta) is 0.7 / -1.3 eV.



9.
C4H10N5 | ωB97M-V/def2-TZVPD

XYZ file:
```
19
Properties=species:S:1:pos:R:3:forces:R:3:mulliken_charge:R:1
H -2.39945 -1.55683 -2.43517 0.22 2.09 1.35 0.338
N -1.99025 -0.55157 -2.21707 -0.43 -1.98 -1.16 -0.599
N -1.83675 -0.23716 -1.05509 0.92 0.58 -2.19 0.923
C -0.86795 0.92587 -0.89700 1.35 1.57 -2.88 -0.606
N 0.21802 0.55079 -0.12931 -0.18 0.12 1.36 0.068
C 1.15408 -0.30507 -0.76915 0.85 -2.77 0.90 -0.869
C -0.08220 0.43413 1.27812 -1.15 1.76 0.86 -0.696
C -0.75374 -0.92338 1.76380 -1.28 2.66 -1.36 -0.331
N -1.80520 -1.49285 0.94394 1.43 -0.97 2.25 -0.083
N -2.31760 -1.29102 -0.07697 -2.28 -1.45 -1.16 -0.272
H -1.39191 1.75723 -0.49280 -0.63 0.54 0.55 0.372
H -0.56951 1.20105 -2.03699 -0.69 -0.74 2.81 0.348
H 2.05578 -0.65271 -0.18689 -1.17 0.82 0.16 0.304
H 0.68607 -1.29109 -1.06466 0.45 0.88 -0.35 0.320
H 1.58049 0.25153 -1.54715 0.41 0.28 -1.69 0.378
H -0.57527 1.48156 1.52600 0.10 -2.56 -0.10 0.327
H 0.78553 0.49670 1.90250 0.96 -0.04 -0.03 0.368
H -0.00751 -1.64041 1.92856 0.90 -1.39 -0.07 0.337
H -1.31476 -0.86928 2.68241 0.24 0.59 0.76 0.374
```
Forces are in eV/Å.

Its energy above the lowest of the compared OMol25 structures with the same formula, charge and spin is 174.0 kcal/mol. The calculation puts the orbital gap at 0.3036 Eh. The largest force on an atom is 3.5 eV/A. Its structure (SMILES) is [H]/N=[N+]1/CN(C)CCN=N1. The total energy comes out at -11748.4289 eV. Its total charge is +1. Its lowest unoccupied orbital energy is -5.6 eV.



10.
C4H10NO | ωB97M-V/def2-TZVPD

XYZ file:
```
16
Properties=species:S:1:pos:R:3:forces:R:3:mulliken_charge:R:1
C -0.07936 -1.01488 -0.30291 5.48 -0.62 -3.83 -0.243
O 0.11682 -0.92693 -1.59728 -0.67 -0.09 2.75 -0.715
C 0.35930 -0.05435 0.79635 2.03 -3.83 0.10 -0.044
C -0.99392 0.40217 0.21526 -4.07 5.07 0.35 -0.344
C -0.59840 1.70430 -0.62199 -0.93 0.34 0.36 -1.282
N 0.57077 -0.66163 2.09288 -0.84 0.67 -0.84 -1.088
H 2.40630 0.69012 -1.70167 1.77 -0.26 0.04 -0.263
H -0.18233 -2.05007 0.07665 -1.35 0.58 0.56 0.514
H 1.06277 0.79781 0.68384 -0.71 -0.62 -0.95 0.327
H -1.98834 0.02988 -0.32723 2.44 -0.35 1.06 0.231
H -1.44522 0.74094 1.14861 -0.49 0.32 0.34 0.518
H 0.24067 2.31732 -0.20664 -0.69 -0.82 0.01 0.352
H -1.47570 2.38224 -0.63236 0.24 -0.28 -0.23 0.371
H -0.32509 1.46407 -1.64887 -0.09 -0.23 0.07 0.272
H 3.20899 0.62683 -1.68955 -1.79 0.21 -0.04 0.248
H 1.44230 -1.17570 1.90513 -0.32 -0.09 0.26 0.144
```
Forces are in eV/Å.

Its energy above the lowest of the compared OMol25 structures with the same formula, charge and spin is 119.5 kcal/mol. The calculation puts the orbital gap at 0.2221 Eh. The largest force on an atom is 6.7 eV/A. The total energy comes out at -7842.3560 eV. Its total charge is -1. Its lowest unoccupied orbital energy is 4.1 eV.



Number 7 is which compound?
C4H10N4O2